20
Properties=species:S:1:pos:R:3 method="wB97M-V/def2-TZVPD" homo_energy_ev=-9.647 smiles=c1cncnc1.c1cncnc1 fmax_ev_per_a=3.632 orbital_gap_ha=0.37646 relative_energy_ev=1.8631
N 2.37 0.88 5.10
N 1.12 -1.14 4.91
C 1.36 0.12 4.67
C 3.33 0.21 5.61
C 2.12 -1.84 5.48
C 3.28 -1.21 5.87
H 0.66 0.74 4.09
H 4.05 0.90 6.08
H 2.07 -2.92 5.68
H 4.10 -1.69 6.43
N -1.51 5.59 3.58
N -0.23 4.05 2.27
C -1.19 5.01 2.45
C -1.06 4.99 4.64
C 0.24 3.45 3.34
C -0.27 3.78 4.61
H -1.46 5.44 1.47
H -1.22 5.52 5.58
H 0.85 2.55 3.20
H 0.11 3.27 5.51

=====

47
Properties=species:S:1:pos:R:3 method="wB97M-V/def2-TZVPD" homo_energy_ev=-8.535 smiles="Cn1c(=O)oc2cc(S(=O)(=O)NCCN3CCCCCC3)ccc21" fmax_ev_per_a=1.021 orbital_gap_ha=0.33462 relative_energy_ev=0.7616
C -7.19 -0.81 1.30
N -6.27 -0.10 0.45
C -4.98 -0.46 0.13
C -4.19 -1.53 0.49
C -2.91 -1.57 -0.04
C -2.46 -0.57 -0.89
C -3.24 0.51 -1.25
C -4.51 0.55 -0.73
O -5.49 1.48 -0.91
C -6.58 1.08 -0.19
O -7.62 1.68 -0.13
H -2.85 1.26 -1.93
S -0.79 -0.64 -1.52
O -0.79 -0.23 -2.89
O -0.22 -1.92 -1.18
N -0.08 0.59 -0.64
H 0.61 1.05 -1.22
C 0.51 0.20 0.63
C 1.89 0.86 0.79
N 2.64 0.76 -0.44
C 3.64 1.78 -0.66
C 4.88 1.75 0.24
H 4.58 1.94 1.28
C 5.64 0.42 0.18
H 6.63 0.58 0.64
H 5.81 0.13 -0.85
C 4.94 -0.70 0.95
C 3.83 -1.42 0.18
H 3.13 -1.86 0.90
C 3.04 -0.57 -0.84
H 2.14 -1.14 -1.11
H 3.63 -0.46 -1.75
H 4.26 -2.25 -0.39
H 4.54 -0.28 1.87
H 5.68 -1.45 1.24
H 5.54 2.56 -0.07
H 3.15 2.76 -0.54
H 3.96 1.70 -1.70
H 2.39 0.42 1.66
H 1.74 1.93 0.99
H 0.61 -0.89 0.65
H -0.15 0.51 1.44
H -2.23 -2.38 0.19
H -4.55 -2.31 1.15
H -6.79 -0.89 2.31
H -8.12 -0.24 1.32
H -7.38 -1.81 0.90

=====

53
Properties=species:S:1:pos:R:3 method="wB97M-V/def2-TZVPD" s2=0.757 homo_energy_ev="-10.161 / -10.161" fmax_ev_per_a=3.728 orbital_gap_ha="0.34503 / 0.19696" multiplicity=2
N -0.86 -0.28 2.81
O -0.39 -0.97 1.96
O -1.46 0.74 2.51
O -0.69 -0.54 4.02
C -4.40 -1.66 3.68
N -4.78 -0.32 4.22
O -3.98 0.63 4.22
O -5.89 -0.11 4.59
H -5.04 -1.96 2.85
H -4.39 -2.29 4.57
H -3.35 -1.72 3.39
C 3.34 -1.25 -0.09
C 4.61 -1.47 -0.51
C 5.74 -0.93 0.07
C 5.53 -0.02 1.13
C 4.23 0.30 1.50
C 3.15 -0.36 0.94
N 6.69 0.51 1.95
O 6.36 1.13 2.98
O 7.86 0.42 1.56
H 2.57 -1.86 -0.53
H 4.62 -2.10 -1.39
H 6.71 -1.30 -0.22
H 4.09 0.86 2.41
H 2.14 -0.16 1.27
C -1.89 -3.03 -1.95
C -1.96 -2.20 -0.80
C -2.61 -0.97 -0.76
C -3.05 -0.49 -2.03
C -2.93 -1.30 -3.16
C -2.40 -2.55 -3.08
N -3.72 0.84 -2.17
O -4.30 1.05 -3.19
O -3.69 1.63 -1.24
H -1.37 -3.97 -1.81
H -1.59 -2.60 0.13
H -2.83 -0.40 0.14
H -3.15 -1.01 -4.17
H -2.30 -3.13 -3.98
C 0.96 1.07 -2.82
C 0.34 0.61 -1.66
C -0.05 1.52 -0.69
C 0.08 2.93 -0.91
C 0.54 3.30 -2.21
C 1.08 2.41 -3.08
N -0.32 4.03 0.06
O -0.93 3.64 1.08
O 0.06 5.15 -0.18
H 1.37 0.45 -3.61
H 0.32 -0.46 -1.53
H -0.42 1.14 0.25
H 0.69 4.32 -2.52
H 1.61 2.71 -3.97

=====

6
Properties=species:S:1:pos:R:3 method="wB97M-V/def2-TZVPD" homo_energy_ev=-11.633 smiles=O.O fmax_ev_per_a=3.179 orbital_gap_ha=0.45271 relative_energy_ev=0.4096
H 0.01 1.10 -0.12
H 1.12 1.89 -0.59
H -0.03 -1.60 -0.08
H -1.05 -0.79 0.98
O 0.35 1.41 -0.93
O -0.36 -1.49 0.90

=====

10
Properties=species:S:1:pos:R:3 method="wB97M-V/def2-TZVPD" total_charge=-1 homo_energy_ev=-2.609 fmax_ev_per_a=4.962 orbital_gap_ha=0.21496 relative_energy_ev=4.0016
C -2.19 0.75 0.03
C -2.24 -1.72 0.03
N -2.25 -0.57 0.35
O 0.89 0.11 -0.54
O -3.03 1.33 -0.61
O -2.11 -2.89 0.11
P 1.66 1.31 -0.90
H -1.46 1.36 0.66
H 1.00 2.44 -0.11
H 2.49 1.24 0.18

=====

14
Properties=species:S:1:pos:R:3 method="wB97M-V/def2-TZVPD" total_charge=+3 homo_energy_ev="-24.988 / -24.259" fmax_ev_per_a=16.519 orbital_gap_ha="0.32154 / 0.17612" relative_energy_ev=3.6398
O -0.21 -0.36 -2.21
C -0.78 -1.37 -1.79
O -1.06 -1.13 -0.40
H 1.57 0.27 2.11
Ga -1.62 -3.62 -2.71
O -0.77 -2.56 -2.10
O 0.93 -0.20 0.20
C 1.29 0.80 1.19
C 0.02 1.64 1.31
O -0.92 0.94 0.46
C -0.32 -0.06 -0.11
H 2.14 1.36 0.79
H 0.13 2.66 0.93
H -0.40 1.64 2.32

=====

15
Properties=species:S:1:pos:R:3 method="wB97M-V/def2-TZVPD" total_charge=+1 homo_energy_ev=-11.410 fmax_ev_per_a=3.192 orbital_gap_ha=0.16803 relative_energy_ev=2.9756
C -0.92 -0.83 -0.69
C -1.45 -1.84 -1.34
C -2.03 -0.03 -0.08
C -3.61 -2.17 -2.40
C -3.04 -1.72 -1.14
N -3.20 -0.46 -0.22
N 4.99 0.44 1.18
S -4.02 -2.97 -3.64
Cl -1.64 1.34 0.95
H 0.12 -0.59 -0.51
H -0.97 -2.67 -1.76
H -3.36 -2.26 -0.24
H 5.13 0.64 0.19
H 5.73 1.04 1.66
H 4.08 0.46 1.59